# 1
Below is a structure of composition C16H24BrN7O3Rh in a non-equilibrium geometry, with properties calculated with wB97M-V/def2-TZVPD.

Element x y z (Å)
Rh 0.1270 -0.3619 0.0390
N 1.7395 0.4473 1.0703
C 1.4074 1.3761 2.1612
C 0.0765 1.9817 1.8472
O -0.3057 3.0114 2.3605
N -0.6544 1.2211 0.9877
C -1.7405 1.8585 0.2766
C -1.3201 1.8989 -1.1833
O -1.7371 2.7362 -1.9380
O -0.5590 0.8633 -1.4953
H 2.1607 0.9563 0.2968
H 2.4142 -0.2443 1.3804
H 1.3435 0.8420 3.1068
H 2.1479 2.1646 2.2788
H -2.6625 1.2683 0.2848
H -1.9141 2.8781 0.5995
C -3.1914 -2.5631 -4.2026
C -1.8574 -2.4278 -3.5259
C -0.6808 -2.9024 -4.0973
C 0.5267 -2.8030 -3.4204
C 0.4857 -2.2139 -2.1807
Br 2.0402 -2.0189 -1.0940
N -0.6045 -1.7277 -1.6146
C -1.7575 -1.8267 -2.2793
H -3.0748 -2.7089 -5.2744
H -3.8082 -1.6808 -4.0363
H -3.7296 -3.4255 -3.8054
H -0.7020 -3.3479 -5.0839
H 1.4558 -3.1578 -3.8414
H -2.6267 -1.3929 -1.7996
C -0.9088 -3.1584 1.0530
N -1.4190 -3.9703 2.1339
C -0.4859 -3.9321 3.2649
N -0.2989 -2.5619 3.7505
C 0.2096 -1.7586 2.6696
N -0.7187 -1.7354 1.4852
C -2.0461 -1.2155 1.9715
N -2.5548 -2.0340 3.0491
C -2.7041 -3.4162 2.5816
C -1.6013 -2.0207 4.1621
H -1.6180 -3.1759 0.2277
H 0.0524 -3.5475 0.7124
H 0.4759 -4.3440 2.9547
H -0.8835 -4.5445 4.0726
H 1.1689 -2.1634 2.3373
H 0.3317 -0.7355 3.0117
H -2.7448 -1.2394 1.1326
H -1.9145 -0.1898 2.3014
H -3.4187 -3.4446 1.7578
H -3.0849 -4.0266 3.3989
H -1.9953 -2.6261 4.9770
H -1.4721 -0.9965 4.5148

Results
- net charge = +1
- LUMO level (eV) = -4.505
- maximum force (eV Å⁻¹) = 1.84
- energy above the lowest of the compared OMol25 structures with the same formula, charge and spin (kJ/mol) = 149.41

---

# 2
Below is a cluster of 14 separate species, C16H24Cl39NPS in total in a non-equilibrium geometry, with properties calculated with wB97M-V/def2-TZVPD.

Element x y z (Å)
N 5.0710 1.7609 -1.6318
P 3.4141 1.8186 -1.3695
C 2.6063 2.4891 -2.8503
C 1.1068 2.1706 -3.0757
C 0.3070 1.7150 -1.8622
S 0.0504 -0.0855 -1.7801
H 5.2390 1.7739 -2.6426
H 5.4881 2.6393 -1.3138
H 3.2505 2.7045 -0.3041
H 2.9921 0.5383 -1.0252
H 3.1704 2.0729 -3.6932
H 2.7540 3.5701 -2.8192
H 0.6577 3.0968 -3.4473
H 1.0026 1.4345 -3.8736
H -0.7090 2.0844 -1.9863
H 0.6612 2.1302 -0.9126
H 1.2897 -0.5826 -1.6416
C 3.0519 -3.5178 -0.8764
Cl 3.4008 -4.4212 -2.3420
Cl 3.6388 -1.8425 -1.0338
Cl 1.3313 -3.5138 -0.4832
H 3.5775 -3.9807 -0.0499
C -1.6173 1.6205 2.4757
Cl -2.4432 3.1050 1.9977
Cl 0.0774 1.9590 2.8838
Cl -2.4479 0.8678 3.8172
H -1.6369 0.9378 1.6354
C 3.9607 5.9129 0.1257
Cl 4.4303 5.0585 -1.3654
Cl 4.3882 7.6083 0.0216
Cl 2.2364 5.6900 0.4215
H 4.5054 5.4695 0.9499
C 0.9271 -7.5860 0.8989
Cl 0.0184 -8.7639 -0.0416
Cl 1.9641 -8.3786 2.0768
Cl 1.8762 -6.5400 -0.1714
H 0.2223 -6.9621 1.4358
C -5.4860 0.8818 0.1031
Cl -6.8069 1.4616 -0.9014
Cl -5.4438 -0.8804 0.1358
Cl -3.9376 1.5255 -0.4679
H -5.6416 1.2357 1.1145
C -1.4615 7.3584 3.3194
Cl -2.8768 7.6331 2.3027
Cl -1.7427 7.9227 4.9588
Cl -1.0318 5.6385 3.3224
H -0.6334 7.9165 2.9017
C -0.2302 -2.6291 3.3134
Cl -0.0128 -1.7475 1.7880
Cl -1.7690 -2.2788 4.1134
Cl -0.0774 -4.3603 3.0047
H 0.5627 -2.3352 3.9890
C -9.1756 1.1068 -4.5263
Cl -9.1566 2.2419 -3.1732
Cl -7.6541 0.2169 -4.5938
Cl -10.5427 0.0036 -4.3957
H -9.2821 1.6718 -5.4429
C -2.9708 6.0387 8.4535
Cl -2.6857 5.4065 6.8314
Cl -2.6455 7.7742 8.5100
Cl -4.6156 5.6944 8.9825
H -2.2875 5.5464 9.1327
C 7.2460 4.1242 -4.7392
Cl 7.0750 5.1839 -3.3377
Cl 5.7888 3.1258 -4.9478
Cl 7.5658 5.0487 -6.1932
H 8.0827 3.4605 -4.5638
C 4.3555 -8.6453 -2.0185
Cl 3.5235 -9.8296 -3.0233
Cl 5.3697 -9.4409 -0.8162
Cl 5.3132 -7.5400 -3.0136
H 3.6085 -8.0640 -1.4959
C -6.0824 -3.7167 -4.8436
Cl -6.1434 -2.7540 -3.3648
Cl -7.4505 -4.8239 -4.9260
Cl -6.0317 -2.6760 -6.2682
H -5.1739 -4.3039 -4.8253
C 0.1673 -7.3349 5.9347
Cl -0.3712 -8.1134 4.4445
Cl 1.8338 -6.7740 5.7760
Cl -0.9023 -6.0040 6.3761
H 0.1322 -8.0704 6.7276

Results
- net charge = +1
- LUMO level (eV) = -2.861
- maximum force (eV Å⁻¹) = 1.23

---

# 3
Below is a structure of composition C16H24F3NO12P in a non-equilibrium geometry, with properties calculated with wB97M-V/def2-TZVPD.

Element x y z (Å)
C 2.7981 2.2276 0.2903
C 2.3394 2.4101 -1.1961
C 1.6317 1.1736 -1.8445
P 0.2490 0.4629 -0.8829
O -1.1868 1.2145 -1.3201
C -1.1201 2.4409 -0.7955
N -0.9948 3.5458 -0.5752
O 0.0942 -1.0803 -1.3160
C 0.6312 -1.9546 -0.2698
C 2.1401 -2.2143 -0.3964
C 2.6011 -2.5482 -1.8409
O 2.8658 -1.0971 0.1764
H 2.7059 3.2139 0.7864
H 2.2557 1.4518 0.8582
H 3.8737 1.9674 0.3592
H 3.2630 2.5815 -1.7895
H 1.7551 3.3440 -1.3152
H 2.3268 0.3630 -2.1462
H 1.1811 1.5321 -2.8025
H 0.3492 0.6103 0.5164
H 0.4206 -1.5836 0.7557
H 0.0981 -2.9223 -0.3573
H 2.3804 -3.1083 0.2237
H 2.2353 -1.7433 -2.5140
H 3.7046 -2.4942 -1.8919
H 2.2647 -3.5373 -2.1887
H 3.5629 -1.5179 0.7009
C -2.7525 3.0109 2.8082
C -2.4114 4.2274 3.6236
O -2.5415 3.7580 4.9539
C -2.2546 2.4275 4.9169
O -2.0057 1.7652 5.8675
O -2.2828 1.9482 3.6395
F -3.3059 5.2192 3.4210
H -3.8270 2.8986 2.6493
H -2.2539 2.9942 1.8391
H -1.4000 4.6093 3.4663
C -3.6742 -1.0374 4.4398
C -4.9936 -0.6931 5.0700
O -5.7669 -1.8537 4.8351
C -4.8826 -2.8955 4.7867
O -5.1855 -4.0357 4.8691
O -3.6031 -2.4481 4.6364
F -5.5791 0.3587 4.4400
H -3.6526 -0.8180 3.3696
H -2.8382 -0.5315 4.9200
H -4.9440 -0.4959 6.1427
C 2.3036 -2.3687 -7.3034
C 2.6925 -1.1757 -6.4760
O 2.5666 -1.6600 -5.1493
C 2.8115 -3.0053 -5.2143
O 3.0525 -3.6852 -4.2719
O 2.7501 -3.4562 -6.4900
F 1.8253 -0.1484 -6.6485
H 1.2241 -2.4424 -7.4480
H 2.7902 -2.3804 -8.2765
H 3.7130 -0.8242 -6.6418

Results
- net charge = +1
- LUMO level (eV) = -3.814
- maximum force (eV Å⁻¹) = 3.03

---

# 4
Below is a structure of composition C16H24F6NO7PS3Ti, with properties calculated with wB97M-V/def2-TZVPD.

Element x y z (Å)
Ti 0.3910 -0.7581 0.0736
C 1.3641 -0.8110 2.4486
C 2.6284 -0.7823 1.5712
C 2.4069 -1.9034 0.5848
C 1.3206 -2.6948 0.9863
C 0.5546 -1.9770 1.9432
C -0.6371 -2.5006 2.6719
C 0.9035 -4.0108 0.3970
C 3.4379 -2.2328 -0.4436
C 4.0191 -0.5669 2.1000
C 1.3623 -0.5317 3.9265
H -1.3081 -1.6881 2.9563
H -0.3561 -3.0322 3.5890
H -1.2043 -3.1866 2.0418
H -0.1339 -3.9806 0.0629
H 0.9970 -4.7983 1.1512
H 1.5232 -4.2842 -0.4547
H 3.0633 -2.9409 -1.1827
H 4.3396 -2.6595 0.0109
H 3.7428 -1.3335 -0.9823
H 4.0102 0.1798 2.8942
H 4.6726 -0.1858 1.3119
H 4.4490 -1.4966 2.4833
H 0.3684 -0.2252 4.2597
H 2.0423 0.2875 4.1574
H 1.6544 -1.4188 4.4965
F -5.4133 -0.6188 0.2900
C -5.5684 -0.4443 -1.0075
F -6.8104 -0.7461 -1.3695
F -5.2616 0.7814 -1.3682
S -2.1475 -0.7526 -0.8090
O -1.5188 0.1812 0.2218
O -1.2712 -1.9956 -0.6571
N -1.7375 -0.1346 -2.3086
S -0.3442 -0.3526 -2.9213
O -0.1111 0.4059 -4.1115
O 0.7884 -0.3481 -1.9528
C -0.2503 -2.1311 -3.5394
F -1.4701 -2.6263 -3.7628
F 0.3874 -2.9484 -2.6966
F 0.4212 -2.1662 -4.6994
S 1.8308 1.9880 1.7776
C 1.6448 0.3545 1.4766
C 0.2614 5.2336 0.4310
O -0.2724 4.7451 -0.7915
P -0.5998 3.1210 -0.8678
O -0.2375 2.8549 -2.4068
C -0.9766 3.3737 -3.5073
O -2.2362 3.1773 -1.0214
C -2.9661 3.0290 0.1895
H -0.4488 5.9250 0.8908
H 1.1924 5.7649 0.2267
H 0.4721 4.4204 1.1309
H -0.4491 3.0640 -4.4061
H -1.0306 4.4633 -3.4564
H -1.9818 2.9542 -3.5164
H -3.0754 3.9944 0.6941
H -2.4768 2.3167 0.8584
H -3.9545 2.6488 -0.0648

Results
- net charge = -1
- 2S+1 = 4
- LUMO level (alpha / beta) (eV) = 2.510 / 1.554
- maximum force (eV Å⁻¹) = 0.96
- energy above the lowest of the compared OMol25 structures with the same formula, charge and spin (kJ/mol) = 174.98

---

# 5
Below is a cluster of 5 separate species, C16H24FO12 in total in a non-equilibrium geometry, with properties calculated with wB97M-V/def2-TZVPD.

Element x y z (Å)
F -0.9027 0.4640 0.9900
C -2.4679 -5.4622 3.7893
C -1.8432 -4.7521 2.5819
C -0.3843 -5.0079 2.2469
O -0.4811 -6.1046 1.3840
C -1.6350 -6.1358 0.7894
O -1.8968 -6.7749 -0.2244
O -2.4650 -5.2784 1.4233
H -3.4523 -4.9946 3.7728
H -1.9756 -5.2088 4.7282
H -2.5579 -6.5463 3.7211
H -2.1688 -3.7120 2.6028
H 0.2457 -5.2267 3.1091
H 0.0782 -4.2334 1.6351
C 2.1106 -2.2627 -3.9903
C 3.4596 -2.8600 -4.1454
C 3.3375 -4.3265 -3.7882
O 3.6848 -5.0312 -4.9829
C 3.8841 -4.1853 -5.9679
O 3.9023 -4.5369 -7.1595
O 3.6456 -2.9598 -5.5723
H 1.3965 -2.8647 -4.5522
H 2.2060 -1.2614 -4.4100
H 1.8819 -2.2748 -2.9246
H 4.2596 -2.4425 -3.5340
H 2.3490 -4.5920 -3.4133
H 4.0585 -4.5413 -2.9994
C -2.0538 2.5480 5.9102
C -1.6419 3.6208 4.9391
C -2.7111 4.0834 3.9303
O -2.8893 5.4487 4.0633
C -2.0892 5.8581 5.0837
O -1.9092 7.0419 5.4941
O -1.3885 4.7744 5.6123
H -1.8540 1.5256 5.5896
H -3.0986 2.7663 6.1313
H -1.5172 2.7190 6.8435
H -0.7403 3.3882 4.3725
H -3.6222 3.5096 4.0999
H -2.3385 3.8720 2.9280
C -0.4570 4.0939 -4.0995
C 0.1784 4.9308 -2.9605
C 1.2175 4.2993 -2.0686
O 2.4388 5.0192 -2.1940
C 2.2411 6.0249 -3.0250
O 3.0628 6.9113 -3.2996
O 0.9977 5.9661 -3.5822
H 0.2882 3.7866 -4.8332
H -1.2022 4.6335 -4.6841
H -0.8683 3.1816 -3.6675
H -0.6360 5.4449 -2.4500
H 1.3728 3.2316 -2.2229
H 0.9502 4.4330 -1.0204

Results
- net charge = -1
- LUMO level (eV) = 2.132
- maximum force (eV Å⁻¹) = 5.59
- energy above the lowest of the compared OMol25 structures with the same formula, charge and spin (kJ/mol) = 0.00

---

# 6
Below is an isolated molecule of C16H24N2O4S in a non-equilibrium geometry, with properties calculated with wB97M-V/def2-TZVPD.

Element x y z (Å)
C 5.4332 2.3455 4.1974
H 4.8088 3.2394 4.1076
O 5.3280 1.5249 3.0556
C 4.1254 0.9955 2.7359
C 2.9463 1.2063 3.4516
C 1.7709 0.6117 3.0277
C 1.7678 -0.1872 1.9032
C 2.9293 -0.4073 1.1835
C 4.1046 0.1812 1.5972
H 5.0280 0.0285 1.0621
H 2.8932 -1.0462 0.3157
S 0.2229 -0.8976 1.3767
O -0.5221 -1.3462 2.5165
O 0.4620 -1.8378 0.3145
N -0.5527 0.4898 0.7950
C -1.9978 0.3976 0.8116
H -2.4170 1.3987 0.9496
C -2.5327 -0.2411 -0.4687
N -2.1225 0.5497 -1.6132
C -2.5222 0.3157 -2.8922
O -2.0986 0.9857 -3.8147
C -3.5414 -0.7930 -3.0629
H -4.4607 -0.4856 -2.5560
H -3.1763 -1.6988 -2.5743
C -3.8401 -1.0846 -4.5372
C -5.0974 -1.9412 -4.6599
H -4.9624 -2.8905 -4.1448
H -5.9582 -1.4344 -4.2283
H -5.3130 -2.1480 -5.7053
C -2.6512 -1.7789 -5.1951
H -2.8581 -1.9721 -6.2451
H -1.7697 -1.1477 -5.1297
H -2.4425 -2.7283 -4.7045
H -4.0045 -0.1286 -5.0436
C -1.0747 1.5221 -1.3750
H -0.6592 1.7897 -2.3494
C 0.0043 0.9239 -0.4808
H 0.7866 1.6640 -0.2837
H 0.4546 0.0609 -0.9856
H -1.4891 2.4263 -0.9152
H -2.1282 -1.2601 -0.5376
H -3.6249 -0.2986 -0.4212
H -2.2593 -0.2153 1.6747
H 0.8484 0.7513 3.5676
H 2.9355 1.8249 4.3344
H 6.4796 2.6412 4.2489
H 5.1657 1.8012 5.1079

Results
- LUMO level (eV) = 0.558
- SMILES = COc1ccc(S(=O)(=O)N2CCN(C(=O)CC(C)C)CC2)cc1
- maximum force (eV Å⁻¹) = 1.11
- energy above the lowest of the compared OMol25 structures with the same formula, charge and spin (kJ/mol) = 93.34

---

# 7
Below is an isolated molecule of C16H24N4O2 in a non-equilibrium geometry, with properties calculated with wB97M-V/def2-TZVPD.

Element x y z (Å)
O -2.0095 1.1894 -2.5163
C -1.2121 1.7702 -1.8975
N 0.0185 1.8259 -2.3406
H 0.8000 2.1531 -1.9123
C 0.3168 1.1813 -3.8835
C 1.6272 0.0983 -3.6088
C 1.2654 -1.0930 -2.8759
N 0.7579 -0.9448 -1.3659
H -0.0541 -0.4107 -1.3055
C 0.6878 -1.9795 -0.4965
C 0.0055 -1.7726 0.9026
C -0.2121 -2.9584 1.7528
C 1.0723 -3.2261 1.9898
C 2.0175 -3.7350 0.9879
C 1.9901 -2.5961 -0.1133
H 2.7989 -2.8355 -1.0023
H 2.6605 -1.5834 0.2924
H 3.0615 -4.0233 1.1292
H 1.3765 -4.5577 0.5424
H 1.2308 -4.1481 2.8640
H 1.6878 -2.5785 2.6200
H -0.5218 -2.5377 2.6764
H -0.6786 -3.6429 1.3833
H 0.6473 -0.7895 1.2822
H -1.2532 -1.4795 0.5829
H 0.1268 -2.8046 -0.9225
H 1.8541 -1.8140 -2.9421
H 0.1748 -1.6717 -3.1007
H 2.5347 0.5191 -3.0277
H 1.9712 -0.1755 -4.4966
H -0.4582 0.5965 -4.0540
H 0.7498 1.8207 -4.4918
C -1.2949 2.2360 -0.5527
C -2.2904 1.7171 0.1173
C -2.4120 2.1842 1.4406
C -1.5706 3.1602 2.1078
N -0.8802 3.7355 1.0915
C -0.3309 3.4072 -0.0560
H 0.1778 3.7995 -0.7041
C -1.5446 3.6972 3.2973
N -2.4162 3.5194 4.1045
O -2.2325 3.9392 5.3458
H -3.1255 3.4831 5.7572
H -0.9993 4.7053 3.3176
H -3.1578 1.6256 2.1784
H -2.9568 0.9942 -0.0973

Results
- LUMO level (eV) = -0.391
- SMILES = O=C(NCCCNC1CCCCC1)c1ccc(/C=N/O)nc1
- maximum force (eV Å⁻¹) = 18.08
- energy above the lowest of the compared OMol25 structures with the same formula, charge and spin (kJ/mol) = 1664.22

---

# 8
Below is a structure of composition C16H24NO4PPd, with properties calculated with wB97M-V/def2-TZVPD.

Element x y z (Å)
Pd -1.6450 -0.1502 -0.0464
O 1.0765 2.2606 -3.5893
C 0.2817 1.5265 -2.9540
O 0.3738 0.3106 -2.7160
C -0.9384 2.2931 -2.3564
C -0.9997 3.6700 -2.5661
C -2.0932 4.3818 -2.1076
C -3.1145 3.6988 -1.4700
C -2.9764 2.3314 -1.2715
N -1.9020 1.6484 -1.6861
C -4.1012 1.5655 -0.5456
O -5.1987 2.1506 -0.4787
O -3.8114 0.4265 -0.1009
H -0.1820 4.1291 -3.1023
H -2.1546 5.4560 -2.2559
H -4.0167 4.1774 -1.1159
C -0.4753 -3.0923 2.0304
C 0.5022 -1.9183 2.0867
C 0.1916 -1.0797 3.3249
P 0.2667 -0.8850 0.5332
C 1.1249 -1.9517 -0.7697
C 2.0837 -3.0518 -0.3086
C 0.0904 -2.5289 -1.7348
C 1.5806 0.4477 0.7053
C 2.9333 0.0604 1.2975
C 1.0298 1.7109 1.3700
H -0.4217 -3.6899 2.9493
H -0.2867 -3.7528 1.1822
H -1.4899 -2.7016 1.9130
H 1.5280 -2.2968 2.1547
H -0.7627 -0.5629 3.1826
H 0.9582 -0.3279 3.5163
H 0.1134 -1.7160 4.2149
H 1.6866 -1.2066 -1.3404
H 1.5535 -3.8647 0.1946
H 2.8534 -2.6923 0.3746
H 2.5896 -3.4886 -1.1775
H -0.5552 -3.2597 -1.2369
H 0.5883 -3.0242 -2.5779
H -0.5398 -1.7253 -2.1151
H 1.7188 0.7013 -0.3510
H 2.8435 -0.3000 2.3271
H 3.6006 0.9299 1.3132
H 3.4261 -0.7140 0.7093
H 0.9177 1.5996 2.4520
H 0.0489 1.9490 0.9550
H 1.7032 2.5562 1.1880

Results
- net charge = -2
- LUMO level (eV) = 5.074
- maximum force (eV Å⁻¹) = 0.41
- energy above the lowest of the compared OMol25 structures with the same formula, charge and spin (kJ/mol) = 3.80